A cluster of 8 separate species, C42H99N5O3 in total, computed with ωB97M-V/def2-TZVPD.

Its spin multiplicity is 1. For the LUMO energy, the calculation gives 0.70 eV. As for the SMILES: CCN(CC)CC.CCN(CC)CC.CCN(CC)CC.CCN(CC)CC.CCN(CC)CC.C1CCOC1.C1CCOC1.C1CCOC1. The calculation puts the largest force on an atom at 0.0397 Eh/bohr.

Each atom is followed by the atoms it is bonded to, with distances in Å.
Element x y z (Å)
1 C 1.755 -17.214 -18.496  C2 1.526, H8 1.092, H9 1.091, H10 1.089
2 C 2.709 -18.086 -17.685  C1 1.526, N3 1.452, H11 1.091, H12 1.103
3 N 3.792 -17.331 -17.080  C2 1.452, C4 1.469, C6 1.462
4 C 4.383 -18.072 -15.958  N3 1.469, C5 1.531, H13 1.100, H14 1.089
5 C 3.428 -18.254 -14.776  C4 1.531, H15 1.091, H16 1.089, H17 1.089
6 C 4.843 -17.012 -18.044  N3 1.462, C7 1.521, H18 1.091, H19 1.102
7 C 5.808 -15.943 -17.553  C6 1.521, H20 1.094, H21 1.086, H22 1.093
8 H 2.314 -16.645 -19.242  C1 1.092
9 H 1.296 -16.467 -17.847  C1 1.091
10 H 0.985 -17.799 -18.996  C1 1.089
11 H 2.101 -18.575 -16.922  C2 1.091
12 H 3.083 -18.906 -18.321  C2 1.103
13 H 4.833 -19.019 -16.287  C4 1.100
14 H 5.181 -17.452 -15.554  C4 1.089
15 H 3.974 -18.783 -13.994  C5 1.091
16 H 3.116 -17.255 -14.476  C5 1.089
17 H 2.539 -18.851 -14.975  C5 1.089
18 H 4.370 -16.603 -18.938  C6 1.091
19 H 5.407 -17.914 -18.331  C6 1.102
20 H 6.432 -15.622 -18.392  C7 1.094
21 H 6.451 -16.206 -16.718  C7 1.086
22 H 5.232 -15.043 -17.320  C7 1.093
23 C -0.364 -23.264 -27.635  C24 1.541, H30 1.089, H31 1.090, H32 1.090
24 C -0.104 -21.786 -27.285  C23 1.541, N25 1.457, H33 1.094, H34 1.101
25 N 0.661 -21.647 -26.053  C24 1.457, C26 1.466, C28 1.479
26 C -0.176 -21.958 -24.890  N25 1.466, C27 1.531, H35 1.097, H36 1.092
27 C 0.701 -22.310 -23.686  C26 1.531, H37 1.089, H38 1.094, H39 1.091
28 C 1.114 -20.242 -25.955  N25 1.479, C29 1.524, H40 1.091, H41 1.100
29 C 2.416 -20.030 -26.718  C28 1.524, H42 1.086, H43 1.092, H44 1.095
30 H -0.638 -23.401 -28.681  C23 1.089
31 H -1.144 -23.685 -27.000  C23 1.090
32 H 0.537 -23.856 -27.468  C23 1.090
33 H 0.437 -21.406 -28.157  C24 1.094
34 H -1.016 -21.170 -27.269  C24 1.101
35 H -0.878 -21.145 -24.664  C26 1.097
36 H -0.783 -22.844 -25.089  C26 1.092
37 H 1.600 -22.871 -23.937  C27 1.089
38 H 1.031 -21.361 -23.251  C27 1.094
39 H 0.195 -22.898 -22.920  C27 1.091
40 H 1.253 -20.022 -24.895  C28 1.091
41 H 0.384 -19.501 -26.311  C28 1.100
42 H 2.471 -20.560 -27.664  C29 1.086
43 H 3.258 -20.276 -26.067  C29 1.092
44 H 2.552 -18.962 -26.918  C29 1.095
45 C -0.703 -27.570 -19.934  C46 1.512, H52 1.090, H53 1.094, H54 1.090
46 C 0.064 -28.240 -18.817  C45 1.512, N47 1.473, H55 1.100, H56 1.093
47 N 0.478 -27.295 -17.766  C46 1.473, C48 1.448, C50 1.467
48 C 1.257 -27.938 -16.729  N47 1.448, C49 1.528, H57 1.092, H58 1.102
49 C 1.778 -26.942 -15.695  C48 1.528, H59 1.090, H60 1.092, H61 1.091
50 C -0.677 -26.559 -17.241  N47 1.467, C51 1.532, H62 1.096, H63 1.086
51 C -1.670 -27.387 -16.420  C50 1.532, H64 1.090, H65 1.089, H66 1.092
52 H -1.770 -27.484 -19.730  C45 1.090
53 H -0.628 -28.188 -20.833  C45 1.094
54 H -0.310 -26.594 -20.222  C45 1.090
55 H -0.526 -29.051 -18.365  C46 1.100
56 H 0.960 -28.723 -19.213  C46 1.093
57 H 2.105 -28.485 -17.147  C48 1.092
58 H 0.676 -28.723 -16.218  C48 1.102
59 H 2.524 -27.426 -15.064  C49 1.090
60 H 1.013 -26.588 -15.001  C49 1.092
61 H 2.163 -26.040 -16.173  C49 1.091
62 H -0.295 -25.818 -16.529  C50 1.096
63 H -1.102 -26.015 -18.080  C50 1.086
64 H -1.236 -27.782 -15.501  C51 1.090
65 H -2.511 -26.766 -16.117  C51 1.089
66 H -2.037 -28.236 -17.001  C51 1.092
67 C -3.419 -23.408 -14.028  C68 1.530, H74 1.088, H75 1.094, H76 1.090
68 C -3.173 -23.967 -15.431  C67 1.530, N69 1.458, H77 1.103, H78 1.089
69 N -3.891 -23.252 -16.480  C68 1.458, C70 1.461, C72 1.465
70 C -3.703 -21.803 -16.514  N69 1.461, C71 1.532, H79 1.091, H80 1.090
71 C -2.341 -21.440 -17.112  C70 1.532, H81 1.094, H82 1.090, H83 1.093
72 C -3.754 -23.984 -17.742  N69 1.465, C73 1.518, H84 1.093, H85 1.097
73 C -4.598 -23.407 -18.865  C72 1.518, H86 1.092, H87 1.096, H88 1.089
74 H -2.696 -22.679 -13.671  C67 1.088
75 H -3.328 -24.276 -13.369  C67 1.094
76 H -4.436 -23.036 -13.903  C67 1.090
77 H -2.090 -23.998 -15.637  C68 1.103
78 H -3.456 -25.018 -15.413  C68 1.089
79 H -4.539 -21.370 -17.065  C70 1.091
80 H -3.807 -21.382 -15.514  C70 1.090
81 H -2.124 -20.370 -17.051  C71 1.094
82 H -1.548 -22.011 -16.629  C71 1.090
83 H -2.286 -21.708 -18.170  C71 1.093
84 H -4.186 -24.969 -17.546  C72 1.093
85 H -2.704 -24.149 -18.008  C72 1.097
86 H -4.276 -23.692 -19.869  C73 1.092
87 H -4.547 -22.312 -18.907  C73 1.096
88 H -5.658 -23.630 -18.750  C73 1.089
89 C 4.603 -22.267 -20.052  C90 1.521, H96 1.093, H97 1.090, H98 1.091
90 C 4.885 -20.883 -20.618  C89 1.521, N91 1.458, H99 1.091, H100 1.103
91 N 4.100 -20.661 -21.827  C90 1.458, C92 1.488, C94 1.459
92 C 4.198 -19.272 -22.350  N91 1.488, C93 1.513, H101 1.101, H102 1.087
93 C 3.370 -18.357 -21.474  C92 1.513, H103 1.087, H104 1.094, H105 1.091
94 C 4.316 -21.636 -22.891  N91 1.459, C95 1.536, H106 1.091, H107 1.093
95 C 5.752 -21.704 -23.432  C94 1.536, H108 1.091, H109 1.094, H110 1.091
96 H 4.942 -22.327 -19.015  C89 1.093
97 H 5.119 -23.060 -20.592  C89 1.090
98 H 3.531 -22.471 -20.064  C89 1.091
99 H 4.695 -20.127 -19.856  C90 1.091
100 H 5.952 -20.756 -20.869  C90 1.103
101 H 5.269 -19.024 -22.288  C92 1.101
102 H 3.897 -19.288 -23.394  C92 1.087
103 H 3.738 -18.330 -20.451  C93 1.087
104 H 3.393 -17.350 -21.899  C93 1.094
105 H 2.331 -18.689 -21.452  C93 1.091
106 H 3.568 -21.414 -23.653  C94 1.091
107 H 4.052 -22.649 -22.575  C94 1.093
108 H 6.168 -20.775 -23.823  C95 1.091
109 H 5.805 -22.401 -24.274  C95 1.094
110 H 6.428 -22.109 -22.677  C95 1.091
111 C 0.947 -21.371 -18.847  C112 1.518, C115 1.544, H116 1.094, H117 1.094
112 C 1.119 -22.719 -18.170  C111 1.518, C113 1.537, H118 1.090, H119 1.088
113 C 0.287 -23.632 -19.084  C112 1.537, O114 1.438, H120 1.097, H121 1.088
114 O 0.463 -23.073 -20.398  C113 1.438, C115 1.418
115 C 0.473 -21.659 -20.287  C111 1.544, O114 1.418, H122 1.096, H123 1.092
116 H 1.889 -20.818 -18.896  C111 1.094
117 H 0.292 -20.668 -18.323  C111 1.094
118 H 0.677 -22.788 -17.175  C112 1.090
119 H 2.158 -23.032 -18.248  C112 1.088
120 H -0.793 -23.576 -18.899  C113 1.097
121 H 0.608 -24.670 -19.128  C113 1.088
122 H -0.519 -21.271 -20.546  C115 1.096
123 H 1.202 -21.215 -20.968  C115 1.092
124 C 2.259 -23.014 -13.955  C125 1.523, C128 1.524, H129 1.089, H130 1.093
125 C 1.764 -21.612 -14.286  C124 1.523, C126 1.531, H131 1.093, H132 1.092
126 C 0.251 -21.662 -14.061  C125 1.531, O127 1.432, H133 1.094, H134 1.088
127 O -0.024 -22.970 -13.549  C126 1.432, C128 1.420
128 C 0.980 -23.839 -14.053  C124 1.524, O127 1.420, H135 1.104, H136 1.086
129 H 2.731 -23.074 -12.976  C124 1.089
130 H 2.971 -23.359 -14.709  C124 1.093
131 H 1.987 -21.270 -15.300  C125 1.093
132 H 2.236 -20.845 -13.670  C125 1.092
133 H -0.315 -21.557 -14.992  C126 1.094
134 H -0.087 -20.956 -13.305  C126 1.088
135 H 0.807 -23.989 -15.133  C128 1.104
136 H 0.954 -24.808 -13.565  C128 1.086
137 C -2.603 -23.620 -23.025  C138 1.524, C141 1.556, H142 1.087, H143 1.091
138 C -3.653 -24.556 -23.611  C137 1.524, C139 1.534, H144 1.090, H145 1.091
139 C -3.209 -25.940 -23.121  C138 1.534, O140 1.419, H146 1.100, H147 1.088
140 O -2.751 -25.666 -21.806  C139 1.419, C141 1.430
141 C -1.962 -24.477 -21.895  C137 1.556, O140 1.430, H148 1.092, H149 1.086
142 H -3.040 -22.674 -22.714  C137 1.087
143 H -1.837 -23.423 -23.775  C137 1.091
144 H -3.731 -24.545 -24.698  C138 1.090
145 H -4.621 -24.394 -23.134  C138 1.091
146 H -2.372 -26.344 -23.710  C139 1.100
147 H -4.009 -26.674 -23.054  C139 1.088
148 H -0.948 -24.768 -22.175  C141 1.092
149 H -1.957 -23.994 -20.923  C141 1.086

Mulliken atomic charge list, values in e, 6 entries:
1. C -1.6211
2. C 0.7264
3. N 0.1229
4. C -0.2331
5. C -1.1091
6. C 0.1939